{
  "formula": "C12H27BBrN3O6P",
  "method": "ωB97M-V/def2-TZVPD",
  "elements": ["C", "C", "O", "C", "C", "N", "C", "P", "O", "O", "O", "C", "C", "C", "C", "Br", "N", "B", "N", "O", "H", "H", "H", "H", "H", "H", "H", "H", "H", "H", "H", "H", "H", "H", "H", "H", "H", "H", "H", "C", "C", "C", "O", "H", "H", "H", "H", "H", "H", "H", "H"],
  "xyz": [[1.1450, 0.8278, 1.7111], [0.7389, 1.7095, 0.4910], [0.8223, 1.0509, -0.7862], [-0.4143, 0.5707, -1.2440], [-0.5285, -0.9056, -0.8073], [0.5820, -1.5803, -0.6024], [0.2388, -2.8785, -0.2088], [1.4821, -4.1498, 0.1446], [1.7966, -4.9856, -1.0126], [2.8660, -3.3867, 0.5698], [1.0674, -5.0271, 1.4141], [-1.1197, -2.9396, -0.1822], [-1.9289, -4.1623, 0.1773], [-2.9133, -3.9846, 1.3726], [-2.5569, -2.8635, 2.3705], [-4.7934, -3.8322, 0.7910], [-1.5921, -1.6749, -0.5883], [-3.0373, -1.2334, -0.7700], [-3.8547, -1.8415, -1.8350], [-3.5980, -0.3235, 0.0428], [0.3065, 0.7808, 2.4273], [2.0067, 1.2496, 2.2489], [1.4109, -0.2081, 1.4551], [1.4645, 2.5491, 0.4533], [-0.2419, 2.1626, 0.7004], [-1.2726, 1.1596, -0.8778], [-0.3975, 0.5835, -2.3483], [1.5408, -1.2754, -0.7128], [3.1540, -2.9313, -0.2372], [1.8231, -5.6033, 1.6242], [-2.5448, -4.3959, -0.7126], [-1.2705, -5.0364, 0.2933], [-2.8798, -4.9242, 1.9420], [-3.4493, -2.7055, 3.0001], [-2.3358, -1.8895, 1.9154], [-1.7731, -3.1890, 3.0748], [-3.8039, -2.8585, -1.7582], [-3.4779, -1.6042, -2.7541], [-4.5071, -0.2163, -0.2851], [2.5110, 6.9315, -0.1784], [2.7452, 5.4571, -0.4636], [3.2578, 5.2427, -1.8789], [1.5232, 4.7321, -0.2803], [1.7583, 7.3421, -0.8574], [2.1350, 7.0705, 0.8362], [3.4309, 7.5066, -0.2910], [3.4641, 5.0547, 0.2522], [2.5290, 5.5990, -2.6124], [3.4131, 4.1798, -2.0737], [4.1997, 5.7679, -2.0418], [0.8787, 5.0784, -0.9076]],
  "nbo_charge": [-0.656, -0.099, -0.521, -0.109, 0.464, -0.459, -0.286, 2.311, -1.058, -0.956, -0.968, 0.230, -0.488, -0.229, -0.652, 0.008, -0.576, 1.202, -1.141, -0.840, 0.218, 0.236, 0.198, 0.244, 0.181, 0.222, 0.230, 0.464, 0.500, 0.535, 0.250, 0.274, 0.243, 0.248, 0.207, 0.239, 0.400, 0.397, 0.532, -0.631, 0.094, -0.630, -0.740, 0.200, 0.220, 0.219, 0.176, 0.200, 0.212, 0.220, 0.463],
  "spin_multiplicity": 1,
  "e_above_lowest_kcal_mol": 0.00,
  "total_charge": 1
}

=====

{
  "formula": "C12H27BCl6FNO4S",
  "method": "ωB97M-V/def2-TZVPD",
  "elements": ["C", "C", "B", "O", "N", "C", "C", "C", "O", "C", "S", "O", "O", "F", "H", "H", "H", "H", "H", "H", "H", "H", "H", "H", "H", "H", "H", "H", "H", "Cl", "C", "C", "Cl", "H", "H", "H", "H", "Cl", "C", "C", "Cl", "H", "H", "H", "H", "Cl", "C", "C", "Cl", "H", "H", "H", "H"],
  "xyz": [[3.3990, -0.2693, -0.9368], [1.8586, -0.3833, -0.9196], [1.1651, 0.8257, -1.6541], [1.3560, 2.0735, -1.1231], [0.3873, 0.6907, -2.8924], [-0.3880, -0.5691, -3.0380], [-1.2734, -1.0036, -1.8766], [-2.3241, 0.0018, -1.4314], [-3.3241, -0.7181, -0.7424], [-4.3827, 0.1558, -0.3655], [-0.4230, 2.0581, -3.3508], [-1.4563, 1.7282, -4.2526], [0.5041, 3.0074, -3.7995], [-1.1108, 2.6553, -2.0868], [3.7755, -0.6427, 0.0090], [3.8009, -0.9372, -1.6888], [3.7247, 0.7500, -1.0976], [1.5316, -1.3402, -1.3119], [1.4961, -0.3332, 0.1077], [0.8818, 2.1579, -0.2792], [0.3468, -1.3525, -3.1920], [-0.9888, -0.5599, -3.9363], [-1.8260, -1.8732, -2.2178], [-0.7253, -1.3364, -0.9992], [-2.7555, 0.5482, -2.2727], [-1.8525, 0.7168, -0.7526], [-5.1185, -0.4151, 0.1858], [-4.8404, 0.5676, -1.2663], [-3.9779, 0.9632, 0.2443], [1.2442, -0.7840, 3.0890], [1.5578, 0.9571, 3.3138], [0.2920, 1.7725, 3.2746], [-0.4230, 1.7932, 1.6397], [2.2592, 1.2734, 2.5474], [2.0375, 1.0713, 4.2841], [0.5107, 2.8045, 3.5418], [-0.4578, 1.3896, 3.9614], [4.7232, 3.3408, 4.6409], [5.4570, 1.7512, 4.9778], [6.1702, 1.1867, 3.7765], [5.0334, 0.7380, 2.4809], [4.6680, 1.0847, 5.3167], [6.1648, 1.8919, 5.7925], [6.7055, 0.2827, 4.0611], [6.8842, 1.8941, 3.3637], [-5.9077, -4.8933, -0.1586], [-5.4171, -3.4293, -1.0511], [-4.7396, -3.7581, -2.3547], [-3.1419, -4.5050, -2.1034], [-4.7646, -2.8439, -0.4088], [-6.3227, -2.8564, -1.2450], [-4.5774, -2.8416, -2.9198], [-5.3366, -4.4364, -2.9585]],
  "nbo_charge": [-0.591, -0.799, 1.140, -0.934, -0.925, -0.220, -0.449, -0.070, -0.549, -0.249, 2.560, -0.934, -0.905, -0.477, 0.209, 0.209, 0.217, 0.216, 0.240, 0.513, 0.218, 0.237, 0.237, 0.214, 0.178, 0.161, 0.189, 0.169, 0.175, -0.058, -0.392, -0.378, -0.076, 0.235, 0.225, 0.231, 0.229, -0.061, -0.386, -0.387, -0.061, 0.220, 0.227, 0.226, 0.227, -0.064, -0.392, -0.385, -0.062, 0.237, 0.219, 0.224, 0.223],
  "smiles": "CCB(O)N(CCCOC)S(=O)(=O)F.ClCCCl.ClCCCl.ClCCCl",
  "spin_multiplicity": 1,
  "total_charge": 0
}

=====

Here are the calculated energy numbers, same order: -4029.3359, -4113.2721 (a.u.).
Here are the calculated HOMO level numbers, same order: -12.431, -10.182 (eV).